w | 9
Properties=species:S:1:pos:R:3 method="wB97M-V/def2-TZVPD" e_homo_ha="-0.3041 / -0.3040" lumo_ev="-1.5690 / -1.5685" homo_lumo_gap_ev="6.706 / 6.705"
F -1.31851 -1.47813 -0.40972
N 0.75914 -0.10779 -0.04680
C -1.03245 1.61389 0.02629
C -0.11336 0.71785 0.10797
C 1.27725 -1.26211 0.07002
H 1.87291 -1.73460 -0.66805
H -1.72657 1.92090 0.70851
H 1.06627 -2.05666 0.83143
H -0.78467 2.38665 -0.61964



x | 9
Properties=species:S:1:pos:R:3 method="wB97M-V/def2-TZVPD" e_homo_ha="-0.3154 / -0.3114" lumo_ev="-0.5047 / -0.4994" homo_lumo_gap_ev="8.079 / 7.973"
F -1.61100 0.25700 2.61335
N -1.01817 -0.94700 0.84425
C 0.30147 1.85053 -0.33069
C -0.89491 -1.79324 -0.08949
C -1.13655 0.12194 1.44116
H -0.28309 2.01854 -1.24382
H 0.69266 0.78001 -0.51073
H -0.02109 -2.27401 -0.31492
H -1.74628 -1.93320 -0.67642



y | 9
Properties=species:S:1:pos:R:3 method="wB97M-V/def2-TZVPD" e_homo_ha=-0.2787 lumo_ev=-0.9429 homo_lumo_gap_ev=6.642
F -1.34924 -0.38612 -1.54927
N 0.67705 0.41175 1.09242
C 0.88317 -0.55660 1.89791
C 0.09425 1.27214 0.54796
C -0.66534 -0.24082 -2.73139
H -1.52189 -0.59676 -3.51662
H 0.33555 -1.39549 1.78613
H 1.36404 -0.26024 2.88836
H 0.18241 1.75213 -0.41548



z | 9
Properties=species:S:1:pos:R:3 method="wB97M-V/def2-TZVPD" e_homo_ha="-0.3194 / -0.3030" lumo_ev="-0.7481 / -0.6554" homo_lumo_gap_ev="7.943 / 7.591"
F -2.28497 0.21027 0.88593
N -0.55651 -0.92241 0.17776
C 0.44771 2.05087 0.29363
C -1.28370 0.06976 0.11988
C 0.44416 -1.61195 -0.14852
H 0.21405 2.98243 -0.32702
H 0.35317 -2.49861 -0.83503
H 1.12196 1.34232 -0.22108
H 1.54412 -1.62269 0.05445



Tell me which of them is the most stable. Sure, it is w.



w | 8
Properties=species:S:1:pos:R:3 method="wB97M-V/def2-TZVPD" e_homo_ha="-0.3190 / -0.2698" lumo_ev="-0.0581 / -0.4845" homo_lumo_gap_ev="8.621 / 6.858"
S -0.63749 0.96264 -1.50973
P 1.53724 0.67736 -0.75769
O 1.21704 -0.73675 -0.13871
C 0.23642 -0.77278 0.76947
C -1.30075 -0.00006 -0.33074
H -2.20892 0.11718 0.05387
H 1.33477 1.32802 0.55832
H -0.17830 -1.57561 1.35520



x | 8
Properties=species:S:1:pos:R:3 method="wB97M-V/def2-TZVPD" e_homo_ha=-0.3273 lumo_ev=-1.4715 homo_lumo_gap_ev=7.436
S 0.49544 -2.72500 -0.71979
P 1.15424 -0.86109 -1.00409
O 1.27304 1.26176 0.76955
C 0.15715 0.92318 0.80585
C -0.36526 0.06535 -0.27999
H -0.94071 0.80460 -0.98244
H -1.19570 -0.66847 -0.16776
H -0.57820 1.19966 1.57868



Tell me which of them is the most stable. Sure, it is x.



w | 16
Properties=species:S:1:pos:R:3 method="wB97M-V/def2-TZVPD" multiplicity=2 e_homo_ha="-0.3691 / -0.3646" lumo_ev="0.4738 / -4.1350" homo_lumo_gap_ev="10.517 / 5.786" s_squared=0.759
O -3.28756 -1.12994 1.19748
O -1.80918 0.39778 0.83913
O 2.63297 2.06017 0.85124
N 2.39906 -0.05792 -0.02876
C 0.58794 1.61260 -0.13661
C 1.90809 1.22527 0.36966
C -1.47943 -1.62101 -0.58223
C -2.29525 -0.64593 0.56451
H 0.48168 1.76526 -1.31590
H -0.42250 -1.64989 -0.30240
H -1.76106 -1.36261 -1.55728
H 3.23388 -0.46549 0.10066
H 0.22047 2.58476 0.02777
H 1.74245 -0.87228 0.10347
H -0.41284 0.95020 0.16577
H -1.73873 -2.79097 -0.29652



x | 16
Properties=species:S:1:pos:R:3 method="wB97M-V/def2-TZVPD" multiplicity=2 e_homo_ha="-0.3681 / -0.3814" lumo_ev="0.7010 / -3.0677" homo_lumo_gap_ev="10.718 / 7.309" s_squared=0.756
O -0.64639 -0.09620 2.61373
O 0.46045 1.34183 -2.53487
O -0.27830 -1.93959 1.34874
N -1.39034 0.54136 -0.31707
C 0.89531 -0.38953 -0.76344
C -0.31080 -0.75266 1.65917
C 1.42438 0.78244 -1.62136
C -0.08254 0.21330 0.27127
H -0.42503 1.01046 -2.34588
H 1.70478 -0.94584 -0.27599
H -1.66962 -0.29385 -0.81115
H 0.36700 -1.08299 -1.43163
H -2.00083 0.77499 0.45610
H 1.44018 1.62940 -0.84608
H 0.39201 1.13740 0.61325
H 2.30070 0.68865 -2.26472



Tell me which of them is the most stable. Sure, it is x.



w | 48
Properties=species:S:1:pos:R:3 method="wB97M-V/def2-TZVPD" e_homo_ha=-0.2824 lumo_ev=0.5504 homo_lumo_gap_ev=8.235
O -5.17373 0.61482 0.94349
O 2.41463 1.45500 -2.07466
N 0.18249 1.97936 1.32970
N -0.51397 0.79374 -1.94201
N 2.22658 2.03036 0.14211
C 2.51859 -2.40746 1.06267
C 4.28699 1.05885 1.06778
C -6.38658 0.02918 0.52139
C -1.76928 0.66558 -1.41023
C 3.66285 2.20211 0.25048
C -1.74600 1.09270 -0.05700
C 1.44231 2.21202 1.23994
C 4.08663 -0.76043 -0.59753
C 3.50578 -2.00764 -1.18465
C -2.94527 0.21020 -1.98614
C -4.07756 0.59578 0.12865
C 1.71720 1.57163 -1.08103
C -6.34920 -1.49668 0.55237
C -2.90337 1.05435 0.70934
C -0.39966 1.49020 0.20425
C -4.08755 0.17988 -1.21240
C 2.79696 -0.97572 1.51120
C 0.31577 1.28993 -0.97739
C 2.24662 -2.43316 -0.43632
C 3.76130 -0.27593 0.59272
H -5.00082 -0.16810 -1.66810
H -7.32147 -1.89384 0.27364
H 4.04996 1.19251 2.12504
H -6.10178 -1.83676 1.55474
H 1.85696 -0.41366 1.54623
H -5.59909 -1.88165 -0.13424
H 3.88355 3.17121 0.70624
H -0.22972 0.57962 -2.88301
H 1.43463 -1.73877 -0.66542
H 3.20324 -0.97743 2.52725
H -6.67308 0.39292 -0.47367
H 1.94600 2.59509 2.11699
H 4.25222 -2.80873 -1.14602
H 5.37107 1.11121 0.95121
H 3.38726 -3.03321 1.27873
H 4.04735 2.18338 -0.77168
H 1.93819 -3.43131 -0.75328
H 3.27924 -1.82753 -2.23827
H -2.90143 1.37715 1.73677
H -2.97285 -0.11355 -3.01572
H 4.79574 -0.23357 -1.22098
H 1.66660 -2.80821 1.61523
H -7.12431 0.39457 1.24158



x | 48
Properties=species:S:1:pos:R:3 method="wB97M-V/def2-TZVPD" e_homo_ha=-0.2835 lumo_ev=0.5524 homo_lumo_gap_ev=8.266
O 5.11380 2.35343 -0.41818
O 0.48766 -3.64378 -0.16852
N 4.43005 -0.55188 1.37388
N -0.95264 -2.00791 -0.75898
N 5.08885 0.54915 1.01703
C 1.34858 -1.43506 -0.39402
C 2.31773 0.60854 -1.29103
C -5.91030 3.14570 0.55920
C 2.36284 -1.58381 0.51792
C 4.50673 1.21802 0.00361
C -4.96752 0.60477 -0.09219
C 3.35723 0.50207 -0.34786
C -2.12462 -2.84946 -0.74355
C -6.13248 0.75945 0.64814
C 0.27722 -2.47355 -0.42132
C -3.49426 -1.23274 0.71279
C -4.27982 1.74125 -0.49804
C 3.37355 -0.61269 0.56318
C 6.29758 0.93108 1.68803
C -4.74670 3.00324 -0.17672
C 4.51035 3.03351 -1.49523
C -4.43467 -0.76410 -0.40500
C 1.33763 -0.34192 -1.29727
C -6.60264 2.01977 0.97081
C -2.97733 -2.65835 0.51514
H 4.47232 2.40383 -2.38859
H -3.37208 1.63738 -1.07675
H -2.37305 -2.93460 1.38155
H -7.51218 2.12417 1.54437
H 6.18035 1.91469 2.14510
H 2.28871 1.41907 -2.00390
H -4.20208 3.87780 -0.50236
H 0.55346 -0.28076 -2.03843
H 7.12561 0.97094 0.97896
H 5.14070 3.90006 -1.68763
H -6.27689 4.13026 0.80960
H -3.89889 -0.73687 -1.35533
H 3.50114 3.36643 -1.23656
H -1.09700 -1.01398 -0.82613
H -1.76178 -3.87948 -0.77756
H -4.03584 -1.18930 1.66073
H 2.38172 -2.42762 1.18808
H -2.71630 -2.65404 -1.64277
H -3.82277 -3.34691 0.46133
H -6.67736 -0.11669 0.97055
H -2.65450 -0.53828 0.79358
H 6.49613 0.18439 2.45281
H -5.25956 -1.47371 -0.49677



Tell me which of them is the most stable. Sure, it is w.



w | 20
Properties=species:S:1:pos:R:3 method="wB97M-V/def2-TZVPD" e_homo_ha=-0.3427 lumo_ev=0.4732 homo_lumo_gap_ev=9.799
O 1.03120 -2.61335 -1.68683
O 0.29962 -2.14439 1.76445
O -1.98079 0.55942 2.31779
N -1.08520 0.40168 0.18432
N 1.86192 1.72006 -1.31776
C -1.13635 0.82037 1.51262
C -0.53944 1.32746 -0.81920
C 0.75097 0.80127 -1.30114
H 1.98304 -2.86109 -1.53859
H 2.02929 2.42241 -0.54451
H 0.10437 -2.71067 0.96039
H -0.48002 2.49482 -0.40272
H -1.97308 -0.08761 -0.11946
H -0.27107 1.41297 1.90049
H 1.20212 -1.88192 -2.35527
H 2.20864 2.02374 -2.12550
H 0.09665 -1.30190 1.47669
H 1.01718 -0.20201 -0.83318
H 0.70292 0.44286 -2.37536
H -1.30846 1.28819 -1.62584



x | 20
Properties=species:S:1:pos:R:3 method="wB97M-V/def2-TZVPD" e_homo_ha=-0.3652 lumo_ev=0.6619 homo_lumo_gap_ev=10.601
O -2.67248 -1.25418 -0.71185
O -0.12508 -0.97200 -2.10840
O 1.27013 2.26606 2.75430
N -0.42568 0.16515 1.19621
N 0.21196 1.12512 -1.38735
C 0.04142 -0.19489 -1.17604
C 0.23807 -0.69605 0.22553
C 1.72977 -0.79306 0.53667
H -1.40127 0.31467 0.98101
H -0.14730 -1.70565 0.32758
H -2.53975 -2.19164 -0.52075
H -0.32280 -0.16247 2.14717
H 0.25432 1.46562 -2.33082
H 1.96636 -1.43317 1.38012
H -2.37401 -1.22114 -1.63064
H 2.10114 0.21220 0.74390
H 0.14219 1.71662 -0.57346
H 2.33610 -1.11610 -0.31265
H 0.50503 2.80280 2.51344
H 1.22914 1.64727 2.01048



y | 20
Properties=species:S:1:pos:R:3 method="wB97M-V/def2-TZVPD" e_homo_ha=-0.3538 lumo_ev=0.5452 homo_lumo_gap_ev=10.174
O 2.21725 -2.07615 0.10592
O 2.28330 0.72319 1.16390
O -1.74006 -2.15070 0.88486
N -2.70862 0.13459 -1.00039
N -0.58936 1.05898 -0.20994
C 1.43258 1.59167 0.97071
C 0.76031 1.41408 -0.30809
C -1.33363 0.25833 -1.32048
H 1.12958 2.35113 1.75210
H 2.79557 -1.40323 0.42266
H -1.28826 0.79993 -2.27000
H -0.77453 0.38617 0.59226
H -0.91509 -0.74200 -1.52282
H 1.05954 2.25630 -0.94200
H 1.90231 -1.74027 -0.65676
H 1.46781 0.66746 -0.83828
H -1.98890 -1.25076 0.60010
H -3.38506 0.48686 -1.77768
H -2.99218 0.67790 -0.27241
H -1.16442 -2.39964 0.09488



Tell me which of them is the most stable. Sure, it is x.



w | 6
Properties=species:S:1:pos:R:3 method="wB97M-V/def2-TZVPD" charge=-1 e_homo_ha=-0.0679 lumo_ev=4.0765 homo_lumo_gap_ev=5.924
O 1.31852 -1.35155 -0.02009
O 1.71748 0.88471 0.02843
N -1.30012 0.59158 -0.11913
C 1.26799 -0.17169 -0.06750
H -1.04149 0.08560 0.71889
H -1.96239 -0.03865 -0.54059



x | 6
Properties=species:S:1:pos:R:3 method="wB97M-V/def2-TZVPD" charge=-1 e_homo_ha=-0.1265 lumo_ev=4.7416 homo_lumo_gap_ev=8.185
O 1.19214 -0.49197 1.28181
O -0.99250 0.01715 1.30359
N 0.19724 0.27914 -0.83647
C 0.11096 -0.09497 0.67486
H -0.63706 0.92136 -1.05811
H 0.12922 -0.63070 -1.36567



Tell me which of them is the most stable. Sure, it is x.



w | 15
Properties=species:S:1:pos:R:3 method="wB97M-V/def2-TZVPD" charge=-1 e_homo_ha=-0.1383 lumo_ev=3.8296 homo_lumo_gap_ev=7.592
O -1.09264 -1.14481 -0.20766
O -2.80713 -0.00410 0.73347
C -1.58929 -0.25821 0.50123
C 2.64165 0.84735 -1.41270
C 2.44021 -0.49438 -0.63163
C -0.61226 0.75087 1.16143
H 3.62815 1.22902 -1.52283
H 2.94016 -0.34313 0.36250
H -1.05635 1.21122 2.05401
H 1.42179 -0.84900 -0.48552
H 3.10125 -1.19707 -1.12983
H 2.17804 0.67947 -2.42680
H -0.23225 1.45369 0.41655
H 0.17482 0.10100 1.68081
H 2.06120 1.46082 -0.72973



x | 15
Properties=species:S:1:pos:R:3 method="wB97M-V/def2-TZVPD" charge=-1 e_homo_ha=-0.0805 lumo_ev=3.9532 homo_lumo_gap_ev=6.143
O -1.45093 -2.12415 0.65986
O -0.18653 1.00740 -1.82294
C -0.53646 -1.19320 0.03777
C 0.92360 0.88840 -1.17349
C 0.74217 0.92498 0.44315
C -0.51541 0.11790 0.71731
H -2.13373 -1.57972 1.03728
H 1.62923 0.54573 0.84153
H -0.81364 -1.13401 -1.04485
H 1.62577 1.68511 -1.43362
H 1.43898 -0.05373 -1.46770
H 0.40793 -1.82753 0.12097
H -1.47419 0.72860 0.43210
H 0.73552 2.02459 0.81855
H -0.39232 -0.01036 1.83408



y | 15
Properties=species:S:1:pos:R:3 method="wB97M-V/def2-TZVPD" charge=-1 e_homo_ha=-0.1370 lumo_ev=3.8225 homo_lumo_gap_ev=7.550
O -0.48897 1.76514 2.81266
O -0.68625 2.37588 0.67432
C -0.41907 -1.11794 -1.97158
C -0.78083 -1.33631 -0.47630
C -0.03229 2.00411 1.67126
C 1.29146 1.20852 1.34896
H -0.43947 -2.16312 -2.40914
H 0.45944 -0.65941 -2.23091
H -1.33266 -0.63791 -2.36339
H 1.15685 0.17407 0.99186
H -1.31383 -2.34996 -0.32475
H 1.81760 1.61155 0.46011
H 2.08697 1.24293 2.11792
H -1.54511 -0.68113 -0.16527
H 0.22616 -1.43642 -0.13574



Tell me which of them is the most stable. Sure, it is w.